Arrangement 1

This record from the Open Molecules 2025 dataset describes a 2-piece molecular cluster, C4H9NS2 overall. The level of theory is ωB97M-V/def2-TZVPD.

The orbital gap (alpha / beta) comes out at 0.2897 / 0.2898 Eh. The value obtained for the highest occupied orbital energy (alpha / beta) is -8.3 / -8.3 eV.

```
16
Properties=species:S:1:pos:R:3:nbo_charge:R:1
C 0.53 -2.49 -1.44 -0.4050
C 0.79 1.32 -0.09 -0.6225
C -1.44 0.19 0.71 -0.6179
C -0.06 0.00 0.00 -0.1061
N 0.62 -1.16 0.43 -0.6210
S 0.32 -1.48 -2.61 0.2041
S 0.46 -4.00 -0.86 0.2770
H 1.30 1.78 0.79 0.2005
H 1.66 1.14 -0.67 0.2055
H 0.14 2.11 -0.39 0.2083
H -1.86 -0.79 0.40 0.2251
H -1.97 1.17 0.31 0.1983
H -1.28 0.46 1.75 0.2131
H -0.42 0.09 -1.11 0.1976
H 1.58 -1.19 0.22 0.3364
H 0.62 -4.78 -1.90 0.1066
```

---

Arrangement 2

This record from the Open Molecules 2025 dataset describes an isolated molecule of C4H9NS2. The level of theory is ωB97M-V/def2-TZVPD.

The orbital gap comes out at 0.3040 Eh. The SMILES is CN[C@H](C=S)CS. The value obtained for the highest occupied orbital energy is -8.5 eV.

```
16
Properties=species:S:1:pos:R:3:nbo_charge:R:1
C 1.04 2.68 0.09 -0.4061
N 1.21 1.20 -0.09 -0.6371
C 0.08 0.32 0.41 -0.1552
C 0.55 -1.10 0.43 -0.2545
S 2.02 -1.54 -0.13 0.0649
C -1.19 0.44 -0.49 -0.5283
S -2.65 -0.53 -0.02 -0.0322
H 0.18 3.04 -0.48 0.1622
H 1.90 3.21 -0.21 0.2082
H 0.84 2.87 1.18 0.1891
H 1.59 0.96 -0.96 0.3719
H -0.05 0.62 1.43 0.2218
H -0.12 -1.88 0.79 0.2147
H -1.55 1.47 -0.50 0.2318
H -0.80 0.06 -1.43 0.2249
H -3.24 0.49 0.63 0.1238
```

---

arrangement 2 is the most stable structure; the next one sits 0.1079 hartree above it.

---

Arrangement 1

This record from the Open Molecules 2025 dataset describes a 2-piece molecular cluster, C6H16NO overall. The level of theory is ωB97M-V/def2-TZVPD.

The orbital gap comes out at 0.3487 Eh. As for the charge: +1. The value obtained for the highest occupied orbital energy is -12.7 eV.

```
24
Properties=species:S:1:pos:R:3:nbo_charge:R:1
C -0.15 -2.26 -1.67 -0.6417
C -0.29 -1.04 -0.76 -0.0291
C 0.98 -0.88 0.07 -0.4294
C 0.83 0.21 1.15 -0.4647
C -0.67 0.86 3.01 -0.3751
C -0.08 -0.11 2.34 -0.1970
N -0.46 0.15 -1.73 -0.6949
H 0.12 -3.16 -1.11 0.2541
H -1.07 -2.46 -2.21 0.2285
H 0.69 -2.17 -2.36 0.2223
H -1.20 -1.06 -0.17 0.2326
H 1.08 -1.82 0.60 0.2425
H 1.82 -0.51 -0.51 0.2283
H 0.55 1.17 0.71 0.2165
H 1.77 0.40 1.67 0.2397
H -0.52 1.89 2.68 0.1930
H -1.31 0.72 3.87 0.2182
H -0.10 -1.18 2.52 0.2008
H -0.21 -0.07 -2.70 0.4348
H 0.17 0.92 -1.49 0.4663
H -1.42 0.50 -1.75 0.4402
H -0.96 3.37 -0.62 0.4932
H 0.53 3.61 -0.83 0.4981
O -0.11 2.91 -0.68 -0.9773
```

---

Arrangement 2

This record from the Open Molecules 2025 dataset describes a 2-piece molecular cluster, C6H16NO overall. The level of theory is ωB97M-V/def2-TZVPD.

The orbital gap comes out at 0.3326 Eh. As for the charge: +1. The value obtained for the highest occupied orbital energy is -12.4 eV.

```
24
Properties=species:S:1:pos:R:3:nbo_charge:R:1
C 1.48 0.53 -0.16 -0.2383
C 0.19 0.90 0.49 -0.4706
C -0.93 -0.19 0.47 -0.4381
C -0.14 -1.29 2.56 -0.3975
C -1.13 -0.87 1.80 0.0181
C -2.56 -1.23 2.12 -0.6448
N 1.31 0.42 -1.64 -0.6665
H 1.97 -0.36 0.23 0.2388
H 2.28 1.24 0.05 0.2365
H 0.29 1.25 1.52 0.2720
H -0.26 1.87 0.22 0.2385
H -1.82 0.30 0.10 0.2284
H -0.69 -0.96 -0.27 0.1947
H 0.90 -1.10 2.31 0.1740
H -0.26 -1.79 3.51 0.2188
H -3.22 -0.37 2.05 0.2218
H -2.87 -2.00 1.40 0.2233
H -2.65 -1.82 3.03 0.2339
H 0.85 -0.46 -1.88 0.4392
H 0.75 1.16 -2.07 0.4622
H 2.18 0.39 -2.18 0.4490
H 2.22 1.64 -4.48 0.4941
H 0.74 1.50 -4.93 0.5046
O 1.37 1.26 -4.24 -0.9919
```

---

Arrangement 3

This record from the Open Molecules 2025 dataset describes an isolated ion of composition C6H16NO and charge +1. The level of theory is ωB97M-V/def2-TZVPD.

The orbital gap comes out at 0.4251 Eh. As for the charge: +1. The SMILES is CC(C)OC(C)(C)[NH3+]. The value obtained for the highest occupied orbital energy is -14.8 eV.

```
24
Properties=species:S:1:pos:R:3:nbo_charge:R:1
C 2.10 1.18 0.16 -0.6599
C 1.37 -0.09 -0.20 0.0965
C 2.24 -1.32 0.15 -0.6151
O 0.17 -0.14 0.56 -0.5380
C -1.10 0.15 0.10 0.5854
C -1.97 0.22 1.38 -0.6536
C -1.47 1.22 -0.87 -0.6859
N -1.36 -1.37 -0.76 -0.7972
H 2.18 1.39 1.29 0.2377
H 3.18 1.25 -0.04 0.2498
H 1.56 2.12 -0.19 0.2183
H 1.00 -0.02 -1.20 0.1575
H 2.65 -1.09 1.05 0.2241
H 3.00 -1.65 -0.54 0.2425
H 1.63 -2.17 0.19 0.2027
H -2.23 -0.80 1.61 0.2284
H -1.32 0.76 2.10 0.2720
H -2.86 0.89 1.13 0.2306
H -0.63 1.28 -1.51 0.2271
H -2.39 1.03 -1.29 0.2400
H -1.54 2.06 -0.23 0.2564
H -1.06 -2.06 -0.11 0.4357
H -0.90 -1.32 -1.65 0.4230
H -2.28 -1.53 -1.14 0.4217
```

---

arrangement 1 is the most stable structure; the next one sits 0.0086 hartree above it.

---

Arrangement 1

This record from the Open Molecules 2025 dataset describes a 2-piece molecular cluster, CH6N2O2S overall. The level of theory is ωB97M-V/def2-TZVPD.

The orbital gap (alpha / beta) comes out at 0.3393 / 0.2700 Eh. The value obtained for the highest occupied orbital energy (alpha / beta) is -10.6 / -8.8 eV.

```
12
Properties=species:S:1:pos:R:3:nbo_charge:R:1
C -2.14 0.83 -0.12 -0.2920
N 1.90 0.77 0.71 -1.0938
N 1.74 -1.75 -0.02 -0.9789
O 1.36 0.32 -1.63 -0.8767
O -1.36 -0.12 0.46 -0.4225
S 1.21 -0.04 -0.27 1.9188
H -2.60 0.53 -1.01 0.1658
H -1.49 1.77 -0.20 0.1966
H -2.93 1.08 0.62 0.2077
H 1.64 0.98 1.62 0.4063
H 1.41 -2.12 -0.91 0.3757
H 1.25 -2.24 0.74 0.3928
```

---

Arrangement 2

This record from the Open Molecules 2025 dataset describes a 2-piece molecular cluster, CH6N2O2S overall. The level of theory is ωB97M-V/def2-TZVPD.

The orbital gap comes out at 0.2835 Eh. The value obtained for the highest occupied orbital energy is -8.9 eV.

```
12
Properties=species:S:1:pos:R:3:nbo_charge:R:1
C 1.36 -0.40 -1.20 0.0774
N -2.58 2.06 2.16 -0.9678
N 1.58 -1.44 -0.23 -0.8810
O 0.00 -0.14 -1.42 -0.7611
O -1.22 0.58 0.63 -0.9123
S -1.23 1.48 1.75 1.5080
H 2.00 0.31 -0.69 0.1557
H 1.59 -0.71 -2.24 0.1838
H -3.50 1.91 1.86 0.3991
H 1.00 -1.35 0.57 0.3512
H 1.57 -2.42 -0.47 0.3593
H -0.57 0.11 -0.72 0.4876
```

---

arrangement 2 is the most stable structure; the next one sits 0.1134 hartree above it.

---

Arrangement 1

This record from the Open Molecules 2025 dataset describes an isolated molecule of CHNOS. The level of theory is ωB97M-V/def2-TZVPD.

The orbital gap comes out at 0.3348 Eh. The SMILES is O=C1NS1. The value obtained for the highest occupied orbital energy is -9.2 eV.

```
5
Properties=species:S:1:pos:R:3:nbo_charge:R:1
O -1.83 1.85 0.79 -0.4792
C -0.99 1.34 0.07 0.6278
N 0.13 0.69 -0.26 -0.7159
S -0.76 1.12 -1.70 0.1479
H 0.26 -0.41 -0.13 0.4194
```

---

Arrangement 2

This record from the Open Molecules 2025 dataset describes an isolated molecule of CHNOS. The level of theory is ωB97M-V/def2-TZVPD.

The orbital gap (alpha / beta) comes out at 0.2808 / 0.2808 Eh. The value obtained for the highest occupied orbital energy (alpha / beta) is -8.4 / -8.4 eV.

```
5
Properties=species:S:1:pos:R:3:nbo_charge:R:1
C 0.66 0.23 1.62 0.1609
N -0.01 -0.24 0.66 -0.2319
O -0.89 -0.98 1.27 -0.5487
S 1.09 0.51 3.05 0.2336
H 0.12 0.13 -0.30 0.3861
```

---

Arrangement 3

This record from the Open Molecules 2025 dataset describes a 2-piece molecular cluster, CHNOS overall. The level of theory is ωB97M-V/def2-TZVPD.

The orbital gap (alpha / beta) comes out at 0.2741 / 0.2741 Eh. The value obtained for the highest occupied orbital energy (alpha / beta) is -8.6 / -8.6 eV.

```
5
Properties=species:S:1:pos:R:3:nbo_charge:R:1
C -2.26 -0.36 0.55 0.5201
N 1.50 0.49 0.40 -0.7656
O -1.99 -0.82 -0.46 -0.5194
S 0.53 0.92 -0.71 0.4129
H 2.21 -0.23 0.23 0.3520
```

---

Arrangement 4

This record from the Open Molecules 2025 dataset describes an isolated molecule of CHNOS. The level of theory is ωB97M-V/def2-TZVPD.

The orbital gap (alpha / beta) comes out at 0.2929 / 0.2776 Eh. The value obtained for the highest occupied orbital energy (alpha / beta) is -9.5 / -9.0 eV.

```
5
Properties=species:S:1:pos:R:3:nbo_charge:R:1
C -0.72 0.29 0.08 -0.1641
N -0.65 1.43 -0.26 -0.2328
O 1.64 -1.03 -0.54 -0.7670
S 1.16 -0.17 0.54 0.9362
H -1.42 -0.52 0.17 0.2277
```

---

arrangement 1 is the most stable structure; the next one sits 0.0092 hartree above it.

---

Arrangement 1

This record from the Open Molecules 2025 dataset describes C4H12NOS3 as an isolated structure. The level of theory is ωB97M-V/def2-TZVPD.

The orbital gap comes out at 0.3305 Eh. As for the charge: +1. The value obtained for the highest occupied orbital energy is -12.2 eV.

```
21
Properties=species:S:1:pos:R:3:nbo_charge:R:1
C 1.66 1.70 -0.54 -0.7313
C -0.78 -0.94 -0.74 -0.3191
C 1.45 0.53 0.31 0.2366
C -0.54 0.12 0.26 -0.3855
N -2.18 -1.37 -0.43 -0.7329
O 1.78 0.71 1.64 -0.7196
S 2.13 -1.06 -0.14 -0.0436
S -0.84 -0.60 1.98 0.0207
S -1.51 1.51 0.03 0.0413
H 1.08 2.65 -0.16 0.2444
H 1.39 1.65 -1.66 0.2648
H 2.72 1.95 -0.46 0.2484
H -0.22 -1.91 -0.49 0.2639
H -0.78 -0.69 -1.80 0.2520
H -2.08 -1.36 0.65 0.4353
H -2.36 -2.34 -0.78 0.4360
H -2.89 -0.80 -0.90 0.4449
H 2.09 1.62 1.72 0.4964
H 3.35 -0.90 0.63 0.1935
H 0.39 -1.03 2.09 0.1744
H -1.49 2.01 1.30 0.1795
```

---

Arrangement 2

This record from the Open Molecules 2025 dataset describes an isolated ion of composition C4H12NOS3 and charge +1. The level of theory is ωB97M-V/def2-TZVPD.

The orbital gap comes out at 0.3617 Eh. As for the charge: +1. The SMILES is C[C@](O)(S)C(S)(S)C[NH3+]. The value obtained for the highest occupied orbital energy is -13.2 eV.

```
21
Properties=species:S:1:pos:R:3:nbo_charge:R:1
C 1.65 1.34 0.45 -0.6694
C 1.02 0.71 -0.81 0.2117
O 1.96 0.35 -1.78 -0.7236
S -0.29 1.95 -1.34 -0.0756
C 0.12 -0.68 -0.34 -0.2809
S -0.49 -1.62 -1.78 0.0369
S 1.12 -1.77 0.85 -0.0060
C -1.17 -0.24 0.35 -0.3286
N -1.87 -1.50 0.73 -0.7169
H 2.32 2.14 0.22 0.2428
H 2.14 0.54 0.93 0.2312
H 0.91 1.70 1.10 0.2128
H 1.93 1.12 -2.44 0.5098
H 0.53 2.97 -1.01 0.1567
H 0.47 -2.66 -1.60 0.1830
H 2.00 -1.98 -0.06 0.1576
H -1.85 0.24 -0.37 0.2520
H -0.94 0.61 1.10 0.2833
H -1.81 -2.02 -0.22 0.4423
H -2.81 -1.54 1.19 0.4603
H -1.23 -2.01 1.20 0.4208
```

---

arrangement 2 is the most stable structure; the next one sits 0.0231 hartree above it.

---

Arrangement 1

This record from the Open Molecules 2025 dataset describes a 2-piece molecular cluster, CH3IN4 overall. The level of theory is ωB97M-V/def2-TZVPD.

The orbital gap (alpha / beta) comes out at 0.2804 / 0.2804 Eh. The value obtained for the highest occupied orbital energy (alpha / beta) is -8.0 / -8.0 eV.

```
9
Properties=species:S:1:pos:R:3:nbo_charge:R:1
C -0.66 0.16 -0.57 0.0954
N -0.45 -1.17 -0.70 -0.3043
N 0.54 -1.54 0.01 0.0566
N 0.31 0.61 0.29 -0.5178
N 1.05 -0.55 0.73 -0.2577
I -2.79 0.64 -0.02 0.0310
H -0.15 0.84 -2.10 0.0511
H 0.58 1.46 0.81 0.4263
H 1.57 -0.44 1.55 0.4193
```

---

Arrangement 2

This record from the Open Molecules 2025 dataset describes CH3IN4 as an isolated structure. The level of theory is ωB97M-V/def2-TZVPD.

The orbital gap comes out at 0.3084 Eh. The value obtained for the highest occupied orbital energy is -9.1 eV.

```
9
Properties=species:S:1:pos:R:3:nbo_charge:R:1
C -1.37 1.30 0.06 -0.0391
N 1.33 -2.93 -0.10 -0.0989
N 1.43 -1.80 -0.30 0.2265
N -0.97 0.18 0.51 -0.6120
N 1.48 -0.68 -0.67 -0.4979
I 2.70 0.70 0.02 0.3721
H -2.32 1.67 -0.30 0.1555
H -0.65 2.18 0.29 0.1504
H -1.62 -0.62 0.49 0.3434
```

---

Arrangement 3

This record from the Open Molecules 2025 dataset describes a 2-piece molecular cluster, CH3IN4 overall. The level of theory is ωB97M-V/def2-TZVPD.

The orbital gap comes out at 0.3504 Eh. The SMILES is C1N=NN=N1.I. The value obtained for the highest occupied orbital energy is -10.3 eV.

```
9
Properties=species:S:1:pos:R:3:nbo_charge:R:1
C -0.07 -1.25 -0.46 -0.2477
N 0.09 -1.34 0.96 -0.1064
N -0.92 -0.92 1.51 -0.0178
N -1.84 -0.48 0.58 -0.0508
N -1.45 -0.65 -0.60 -0.0941
H 0.58 -0.52 -0.92 0.2560
H -0.08 -2.17 -1.06 0.2604
I 1.48 3.10 -0.44 -0.1082
H 2.20 4.23 0.44 0.1086
```

---

arrangement 3 is the most stable structure; the next one sits 0.0307 hartree above it.